Record 1
ORCA calculation (ωB97M-V/def2-TZVPD) on the molecule C7H11NO2 at a distorted geometry.

The calculation puts the total energy at -478.49294 Ha. The orbital gap comes out at 9.90 eV. The value obtained for the largest force on an atom is 4.50 eV Å⁻¹. As for the SMILES: CC(=O)N[C@]12CCC[C@H]1O2. Its total charge is 0. The relative energy (zero: lowest compared OMol25 entry of this formula, charge and spin) is 65.2 kcal per mole. Its HOMO energy is -9.14 eV.

The geometry in XYZ format:
```
21
C7H11NO2 ωB97M-V/def2-TZVPD
C -1.1599 3.1128 0.7423
C -0.3562 1.8542 0.7828
O 0.8682 1.8380 0.9929
N -0.9962 0.8697 0.1288
C -0.3516 -0.3728 -0.1806
C 0.3301 -1.0954 0.8753
C 0.9739 -2.2865 0.0822
C 1.2502 -1.6832 -1.2529
C 0.0670 -0.8683 -1.5835
O -1.1012 -1.1848 -0.9450
H -2.0447 2.9573 1.2764
H -0.6704 3.8859 1.2026
H -1.6048 3.2293 -0.3054
H -2.0353 0.8144 0.1632
H -0.3689 -1.5045 1.6709
H 1.0633 -0.4582 1.3021
H 0.3962 -3.2219 0.1988
H 2.0587 -2.4049 0.4651
H 1.9837 -0.9740 -1.0755
H 1.5825 -2.3820 -2.0537
H 0.1154 -0.1252 -2.4867
```

Atomic partial charges in e from the natural (NBO) method, atoms 1 to 5: atom 1 (C): -0.696, atom 2 (C): 0.670, atom 3 (O): -0.623, atom 4 (N): -0.626, atom 5 (C): 0.362

Record 2
ORCA calculation (ωB97M-V/def2-TZVPD) on a structure of composition C26H43CoN2O3S4SbSe2 at a distorted geometry.

The calculation puts the total energy at -9370.32009 Ha. The orbital gap (spin up / spin down) comes out at 4.89 / 4.89 eV. The value obtained for the largest force on an atom is 8.41 eV Å⁻¹. As for the multiplicity: 2. Its total charge is -2. The relative energy (zero: lowest compared OMol25 entry of this formula, charge and spin) is 92.9 kcal per mole. Its HOMO energy (spin up / spin down) is -0.63 / -0.64 eV.

The geometry in XYZ format:
```
82
C26H43CoN2O3S4SbSe2 ωB97M-V/def2-TZVPD
Co -0.5433 -0.6176 0.4796
S 0.9468 2.5748 0.3022
C -0.7051 2.4124 0.3268
N -1.4737 1.3420 0.1555
C -2.8232 1.6632 0.1436
C -3.8689 0.7783 -0.1121
C -5.1760 1.2323 -0.0778
C -5.4682 2.5685 0.1818
C -4.4403 3.4735 0.3988
C -3.1329 3.0160 0.3663
S -1.6652 3.9175 0.5518
H -3.6399 -0.2602 -0.3111
H -5.9818 0.5290 -0.2518
H -6.4982 2.9067 0.2061
H -4.6516 4.5176 0.5971
O -3.1944 -3.5788 4.5500
C -3.6857 -2.2654 4.2843
C -2.8463 -1.5941 3.1863
C -3.4849 -0.2230 2.9188
O -3.7679 0.5398 4.0989
C -1.4109 -1.4755 3.7297
Se -0.2993 -0.1000 2.8832
C -2.8841 -2.4747 1.9150
Se -3.0237 -1.5394 0.1803
H -3.7311 -3.9717 5.2398
H -3.6315 -1.6619 5.2004
H -4.7382 -2.3121 3.9594
H -4.3912 -0.3619 2.3218
H -2.7943 0.3748 2.3336
H -4.5339 0.1603 4.5348
H -0.8844 -2.4207 3.6118
H -1.4355 -1.2278 4.7933
H -3.7469 -3.1420 1.9476
H -1.9875 -3.0893 1.8537
O 1.6641 -0.4861 -0.2079
S 3.0307 -0.9139 0.2079
C 2.9003 -1.6948 1.8570
C 3.9159 -1.0240 2.7632
C 3.7887 0.4619 2.4372
C 3.9079 0.5526 0.9254
H 3.0183 -2.7710 1.7449
H 1.8819 -1.4613 2.1835
H 4.9308 -1.3772 2.5456
H 3.6948 -1.2378 3.8109
H 4.5394 1.0759 2.9425
H 2.7958 0.8042 2.7413
H 4.9435 0.4626 0.5879
H 3.4436 1.4435 0.5119
C 1.1619 2.4402 -3.6521
C 1.4160 0.9359 -3.6754
C 2.7405 0.6111 -2.9980
Sb -0.2298 -0.0989 -2.6154
C -1.7724 0.2040 -4.2064
C -1.2571 0.5390 -5.6009
C -2.7493 1.2760 -3.7253
C 0.3263 -2.1586 -3.1800
C -0.8968 -3.0520 -3.0003
C 0.9419 -2.3322 -4.5626
H 1.9743 2.9789 -4.1570
H 1.1098 2.7993 -2.6212
H 0.2248 2.7008 -4.1492
H 1.4234 0.5755 -4.7082
H 2.7151 0.9607 -1.9650
H 3.5734 1.1094 -3.5105
H 2.9358 -0.4640 -2.9825
H -2.3064 -0.7500 -4.2486
H -0.7343 1.4975 -5.6083
H -2.0951 0.6143 -6.3062
H -0.5696 -0.2204 -5.9751
H -2.2537 2.2480 -3.6419
H -3.1568 1.0288 -2.7449
H -3.5873 1.3860 -4.4253
H 1.0676 -2.4296 -2.4238
H -1.6365 -2.8656 -3.7855
H -1.3756 -2.8904 -2.0306
H -0.6131 -4.1084 -3.0562
H 0.2310 -2.0572 -5.3452
H 1.2179 -3.3821 -4.7187
H 1.8434 -1.7274 -4.6808
S 1.8499 -4.4645 -0.1886
C 0.7709 -3.2908 0.0932
N -0.0096 -2.4484 0.2959
```

Atomic partial charges in e from the Löwdin method, atoms 1 to 5: atom 1 (Co): 0.098, atom 2 (S): 0.506, atom 3 (C): -1.179, atom 4 (N): -0.106, atom 5 (C): -0.346

Record 3
ORCA calculation (ωB97M-V/def2-TZVPD) on a cluster of 6 separate species, C36H41N5O7 in total at a distorted geometry.

The calculation puts the total energy at -2196.50361 Ha. The orbital gap comes out at 9.41 eV. The value obtained for the largest force on an atom is 9.49 eV Å⁻¹. As for the SMILES: CC[C@]1(CCOC=O)OC(=O)O[C@H]1CCOC=O.c1ccncc1.c1ccncc1.c1ccncc1.c1ccncc1.c1ccncc1. Its total charge is 0. Its HOMO energy is -9.45 eV.

The geometry in XYZ format:
```
89
C36H41N5O7 ωB97M-V/def2-TZVPD
C -1.1608 -4.6456 3.2223
C -2.2081 -3.3761 3.3339
C -2.0415 -2.3173 2.0933
C -3.5260 -2.3490 1.3973
C -3.6573 -3.6978 0.4203
O -5.0369 -4.2437 0.3843
C -4.9586 -5.6809 -0.0330
O -6.0620 -6.4759 -0.0821
O -1.1710 -2.7034 0.9352
C -0.8676 -1.4117 0.2371
O -0.1968 -1.3757 -0.9167
O -1.3870 -0.2894 1.0875
C -1.3143 -0.8870 2.4300
C -1.7553 -0.0216 3.7504
C -0.5224 -0.0468 4.8804
O 0.0268 -1.4025 5.0816
C 1.4599 -1.4730 4.7551
O 2.0072 -2.7178 4.6758
H -1.5546 -5.4749 3.9669
H -1.2297 -5.0396 2.1001
H -0.0657 -4.3636 3.5437
H -3.2965 -3.8598 3.4034
H -2.0527 -2.8166 4.3618
H -3.7764 -1.3710 0.7609
H -4.4214 -2.4355 2.1764
H -3.4130 -3.3597 -0.6827
H -2.9707 -4.5900 0.7971
H -3.9515 -6.2093 -0.3610
H -0.1678 -1.2020 2.4867
H -1.8235 1.1173 3.4020
H -2.7893 -0.3544 4.2007
H -0.9260 0.3004 5.9489
H 0.3425 0.7158 4.6177
H 2.1649 -0.5696 4.5106
C -8.6601 0.1027 0.4311
C -7.6720 0.0547 -0.5465
C -6.4967 -0.6204 -0.2583
N -6.2519 -1.2331 0.9207
C -7.2291 -1.1679 1.8509
C -8.4383 -0.5204 1.6549
H -9.5952 0.6216 0.2412
H -7.8136 0.5311 -1.5100
H -5.6967 -0.6886 -0.9898
H -7.0069 -1.6662 2.7904
H -9.1886 -0.5015 2.4372
C 2.0265 1.3809 -1.0773
C 1.1815 1.3270 0.0261
C 1.2440 2.3571 0.9509
N 2.0823 3.4114 0.8456
C 2.8919 3.4353 -0.2354
C 2.8997 2.4550 -1.2146
H 2.0051 0.5924 -1.8239
H 0.4904 0.5030 0.1626
H 0.6025 2.3621 1.8273
H 3.5575 4.2918 -0.2956
H 3.5705 2.5266 -2.0632
C 5.9251 4.0732 -6.4223
C 6.5517 2.8694 -6.1176
C 6.0455 2.1127 -5.0730
N 4.9787 2.4779 -4.3287
C 4.3923 3.6524 -4.6470
C 4.8229 4.4755 -5.6751
H 6.2926 4.6928 -7.2351
H 7.4134 2.5283 -6.6802
H 6.4978 1.1641 -4.7986
H 3.5386 3.9243 -4.0326
H 4.3121 5.4078 -5.8878
C 7.5259 4.2058 3.3193
C 6.1887 3.8355 3.2234
C 5.4374 4.3555 2.1816
N 5.9275 5.2060 1.2534
C 7.2285 5.5487 1.3735
C 8.0601 5.0788 2.3771
H 8.1466 3.8176 4.1216
H 5.7421 3.1580 3.9423
H 4.3900 4.0941 2.0621
H 7.5975 6.2351 0.6165
H 9.0987 5.3862 2.4239
C -0.1755 -2.8199 -4.9114
C -1.1217 -2.7736 -5.9297
C -2.2085 -1.9276 -5.7769
N -2.4056 -1.1459 -4.6927
C -1.4711 -1.2138 -3.7198
C -0.3497 -2.0253 -3.7830
H 0.6904 -3.4701 -4.9961
H -1.0155 -3.3812 -6.8212
H -2.9725 -1.8535 -6.5453
H -1.6537 -0.5777 -2.8582
H 0.3699 -2.0381 -2.9723
```

Atomic partial charges in e from the Löwdin method, atoms 1 to 5: atom 1 (C): -0.101, atom 2 (C): -0.149, atom 3 (C): -0.305, atom 4 (C): -0.087, atom 5 (C): -0.155